[1]
110
Properties=species:S:1:pos:R:3 method="wB97M-V/def2-TZVPD" charge=+1 e_tot_ev=-154532.85677 homo_energy_ha=-0.4208
C 3.720 0.630 -3.187
C 2.207 1.126 -2.802
O 2.055 0.937 -1.387
C 0.712 0.705 -0.929
C 0.337 -0.819 -1.400
C 1.588 -1.815 -1.458
O 1.558 -2.723 -2.333
F 2.743 -1.771 -0.631
N 0.892 0.563 0.591
C 1.865 1.533 1.190
O 3.202 0.950 1.370
C 4.179 2.026 1.347
O 4.606 2.350 0.004
C 6.056 2.414 -0.060
C 6.541 2.647 -1.584
O 7.576 3.659 -1.675
C -0.405 0.595 1.353
C -1.141 1.983 1.023
N -1.571 1.900 -0.401
O -2.453 0.882 -0.602
C -3.827 1.268 -0.291
C -4.270 0.370 1.005
C -5.130 1.189 2.086
C -4.904 -1.030 0.530
C -6.496 -1.035 0.306
C -7.316 -1.303 1.699
C -7.077 0.218 -0.524
C -0.385 1.803 -1.347
Br 0.338 3.698 -1.374
C -1.054 1.635 -2.802
C -2.191 2.757 -3.135
C -1.690 3.711 -4.371
C -2.085 5.267 -4.070
N -1.456 6.190 -5.099
H 3.592 -0.454 -3.581
H 4.223 1.320 -3.946
H 4.327 0.529 -2.209
H 2.161 2.234 -3.133
H 1.487 0.552 -3.479
H -0.422 -1.301 -0.665
H -0.152 -0.874 -2.427
H 1.296 -0.379 0.824
H 1.542 1.834 2.265
H 2.017 2.511 0.629
H 5.096 1.724 1.962
H 3.738 2.978 1.843
H 6.529 3.210 0.617
H 6.460 1.382 0.281
H 5.669 2.982 -2.259
H 6.964 1.662 -2.020
H 7.215 4.516 -1.988
H -1.063 -0.342 1.175
H -0.220 0.590 2.500
H -0.520 2.911 1.286
H -2.067 2.028 1.723
H -3.897 2.392 -0.007
H -4.529 1.118 -1.182
H -3.265 0.109 1.527
H -6.208 1.414 1.787
H -5.156 0.541 3.049
H -4.559 2.150 2.399
H -4.411 -1.278 -0.494
H -4.620 -1.878 1.244
H -6.724 -1.974 -0.338
H -7.483 -2.450 1.763
H -6.680 -1.040 2.622
H -8.341 -0.800 1.679
H -7.122 -0.037 -1.639
H -8.182 0.344 -0.187
H -6.565 1.218 -0.321
H -0.297 1.739 -3.676
H -1.567 0.620 -2.978
H -3.169 2.275 -3.508
H -2.403 3.469 -2.270
H -2.093 3.347 -5.377
H -0.533 3.721 -4.462
H -1.581 5.544 -3.063
H -3.218 5.416 -3.979
H -2.231 6.822 -5.382
H -0.788 6.806 -4.592
O 11.117 0.550 3.976
S 10.210 0.477 2.860
O 8.781 0.544 3.034
O 10.568 -0.829 1.975
C 10.621 -2.098 2.624
C 9.232 -2.655 2.875
C 10.687 1.692 1.663
H 11.196 -2.036 3.553
H 11.161 -2.773 1.956
H 8.697 -2.055 3.615
H 9.289 -3.680 3.248
H 8.638 -2.643 1.958
H 11.760 1.612 1.486
H 10.445 2.676 2.067
H 10.128 1.520 0.743
O -6.418 -4.778 2.479
S -6.125 -5.880 1.597
O -6.655 -5.944 0.260
O -6.458 -7.266 2.359
C -7.759 -7.442 2.919
C -8.783 -7.787 1.854
C -4.368 -6.091 1.516
H -8.060 -6.556 3.485
H -7.689 -8.270 3.629
H -8.949 -6.943 1.180
H -9.740 -8.048 2.309
H -8.439 -8.625 1.243
H -3.966 -6.097 2.528
H -3.954 -5.255 0.951
H -4.150 -7.029 1.005

[2]
8
Properties=species:S:1:pos:R:3 method="wB97M-V/def2-TZVPD" e_tot_ev=-7705.01182 homo_energy_ha=-0.3803
C 0.513 0.516 -0.220
C -3.799 -0.266 -0.347
N -0.622 -0.033 -0.061
O -0.474 -1.422 0.314
O -3.669 0.814 -0.085
H 1.476 -0.026 -0.013
H 0.265 1.519 -0.595
H -1.459 -1.613 0.296

[3]
40
Properties=species:S:1:pos:R:3 method="wB97M-V/def2-TZVPD" smiles="Cc1cccc(N2C(=O)C[C@@H](Sc3nc(C)cc(C)n3)C2=O)c1" e_tot_ev=-37307.13904 homo_energy_ha=-0.3235
C -3.855 3.166 -4.107
C -3.306 1.937 -3.450
C -3.375 0.695 -4.067
C -2.857 -0.431 -3.450
C -2.266 -0.338 -2.204
C -2.191 0.903 -1.586
N -1.586 1.012 -0.304
C -2.148 1.721 0.744
O -3.187 2.320 0.699
C -1.212 1.608 1.932
C -0.112 0.667 1.481
S -0.198 -0.966 2.332
C 1.492 -1.423 2.287
N 1.741 -2.663 2.670
C 3.008 -3.055 2.641
C 3.296 -4.453 3.076
C 4.016 -2.189 2.219
C 3.648 -0.900 1.856
C 4.629 0.120 1.383
N 2.373 -0.520 1.903
C -0.374 0.418 0.007
O 0.326 -0.182 -0.760
C -2.701 2.033 -2.203
H -4.475 3.725 -3.409
H -4.449 2.910 -4.980
H -3.040 3.817 -4.425
H -3.839 0.608 -5.039
H -2.919 -1.390 -3.941
H -1.866 -1.212 -1.716
H -0.834 2.600 2.184
H -1.763 1.234 2.796
H 0.912 1.007 1.646
H 2.366 -4.957 3.319
H 3.943 -4.445 3.952
H 3.809 -4.994 2.283
H 5.044 -2.509 2.180
H 4.422 1.080 1.849
H 5.647 -0.188 1.602
H 4.518 0.245 0.306
H -2.639 2.990 -1.709

[4]
19
Properties=species:S:1:pos:R:3 method="wB97M-V/def2-TZVPD" e_tot_ev=-19671.44395 homo_energy_ha=-0.3072
C -1.317 -1.109 0.743
C -2.212 -0.613 -0.147
C -0.616 0.097 1.348
C -2.316 0.816 -0.058
C 2.326 0.771 -0.128
C 1.924 -0.572 -0.835
C -1.411 1.369 0.826
N 2.032 0.874 1.101
N 1.779 -1.459 0.280
P 1.298 -0.576 1.637
H -0.872 -2.059 0.763
H -2.770 -1.238 -0.815
H -0.799 0.165 2.422
H -3.135 1.368 -0.507
H 2.823 1.507 -0.732
H 0.940 -0.360 -1.376
H 2.724 -0.853 -1.548
H -1.156 2.394 1.029
H 2.064 -2.474 0.143

[5]
12
Properties=species:S:1:pos:R:3 method="wB97M-V/def2-TZVPD" smiles="N#C[C@H]1CN=CN1" e_tot_ev=-8698.46350 homo_energy_ha=-0.3408
N 2.719 -1.124 0.851
C 1.782 -0.687 0.333
C 0.634 -0.080 -0.356
C -0.669 -0.943 -0.410
N -1.772 -0.014 -0.141
C -1.239 1.050 0.314
N 0.134 1.104 0.320
H 0.970 0.169 -1.372
H -0.790 -1.431 -1.380
H -0.665 -1.723 0.361
H -1.806 1.908 0.672
H 0.702 1.772 0.809

[6]
19
Properties=species:S:1:pos:R:3 method="wB97M-V/def2-TZVPD" smiles=CC[C@@H](O)[C@@H](C)O e_tot_ev=-9474.12503 homo_energy_ha=-0.3689
C 2.367 0.174 1.057
C 0.927 0.652 0.842
C 0.186 -0.339 -0.070
O 0.315 -1.640 0.470
C -1.314 0.001 -0.391
C -1.522 0.492 -1.821
O -2.134 -1.155 -0.284
H 2.363 -0.823 1.505
H 2.889 0.088 0.096
H 2.946 0.844 1.699
H 0.409 0.717 1.813
H 0.916 1.667 0.419
H 0.734 -0.384 -1.020
H -0.150 -1.645 1.317
H -1.674 0.774 0.309
H -1.043 -0.194 -2.528
H -2.595 0.489 -2.033
H -1.132 1.501 -1.989
H -2.487 -1.217 0.609

[7]
64
Properties=species:S:1:pos:R:3 method="wB97M-V/def2-TZVPD" e_tot_ev=-40351.42648 homo_energy_ha=-0.3168
C -1.616 2.184 -2.479
C -2.849 2.827 -3.029
O -4.105 2.345 -2.516
H -1.659 0.970 -2.271
H -1.451 2.419 -1.453
H -0.824 2.559 -3.173
H -2.557 2.738 -4.147
H -2.921 3.874 -2.834
H -4.659 2.781 -2.911
C 2.270 -4.223 1.810
C 1.836 -3.705 0.440
O 0.545 -3.126 0.663
H 3.178 -5.024 1.787
H 1.501 -4.893 2.273
H 2.417 -3.443 2.534
H 1.857 -4.353 -0.194
H 2.566 -2.987 0.049
H 0.548 -2.147 0.799
C -3.501 -0.611 -0.813
C -2.753 -1.115 -2.029
O -3.448 -2.307 -2.471
H -3.603 -1.495 0.021
H -4.467 -0.178 -0.896
H -2.834 0.283 -0.497
H -1.632 -1.587 -1.653
H -2.740 -0.312 -2.780
H -3.085 -2.872 -1.698
C 0.771 -2.338 5.920
C 1.867 -1.476 5.088
O 1.175 -0.293 5.036
H -0.159 -2.449 5.512
H 0.541 -1.995 6.850
H 0.913 -3.535 6.154
H 1.929 -1.839 3.979
H 2.706 -1.241 5.605
H 1.738 0.472 4.593
C 1.085 -0.532 -3.822
C 1.837 -0.555 -2.428
O 1.718 -1.770 -1.981
H 1.217 0.289 -4.163
H 0.082 -0.641 -3.645
H 1.684 -1.380 -4.506
H 1.640 0.150 -1.656
H 2.817 -0.231 -2.584
H 1.386 -1.699 -1.111
C 1.147 4.456 -1.393
C 1.797 5.714 -1.046
O 3.186 5.455 -1.079
H 1.102 3.590 -0.582
H 1.433 4.181 -2.432
H 0.177 4.879 -1.501
H 1.419 6.138 -0.062
H 1.401 6.438 -1.610
H 3.273 5.037 -0.340
C -1.086 -1.410 2.112
S 0.383 -0.456 1.725
O 1.171 -1.279 0.722
C -0.384 0.900 0.912
H -1.335 -2.093 1.309
H -1.993 -0.795 2.332
H -0.881 -2.042 2.989
H -1.315 0.742 0.498
H 0.234 1.635 0.295
H -0.709 1.371 1.774

[8]
15
Properties=species:S:1:pos:R:3 method="wB97M-V/def2-TZVPD" e_tot_ev=-16613.06653 homo_energy_ha=-0.3385
C 1.862 -0.862 -0.173
C 0.549 -0.308 0.501
C -0.631 0.042 -0.094
C -1.949 0.589 0.036
H 2.565 0.723 -1.273
H 2.871 1.322 0.424
H 1.444 -1.457 -1.107
H 2.498 -1.704 0.468
H 0.490 -0.007 1.602
H -0.992 -0.169 -1.106
H -2.115 1.417 -0.830
H -2.147 1.389 0.903
H -3.749 -0.884 1.315
N 2.908 0.255 -0.370
S -3.606 -0.346 -0.297